{
  "formula": "C9H14INO8",
  "method": "wB97M-V/def2-TZVPD",
  "homo_lumo_gap_ev": 8.758,
  "multiplicity": 1,
  "total_charge": 0,
  "relative_energy_kcal_mol": 2.3,
  "species": ["C", "C", "O", "C", "H", "H", "H", "I", "H", "H", "H", "C", "N", "C", "H", "H", "O", "H", "O", "H", "H", "C", "H", "C", "C", "O", "H", "O", "C", "O", "H", "O", "O"],
  "coordinates": [[-1.8154, -3.8268, -2.0851], [-2.8468, 1.3714, 1.6285], [-0.1192, -2.5674, -0.8765], [3.8770, 2.2332, -1.8075], [-1.9435, -3.1257, -2.9081], [5.7283, 1.7226, -1.2692], [-0.1070, 4.6285, 2.3598], [1.7601, 0.7134, -0.8030], [-1.3116, 3.3460, 0.4964], [-0.0731, 3.1064, 3.2730], [-2.6255, 3.6119, 3.2488], [-0.3981, -3.7991, -1.5726], [5.0387, 1.5180, -1.9695], [-0.0751, -4.8135, -0.4973], [4.8969, 0.5344, -2.1200], [-3.0168, 4.5062, 1.7591], [2.7889, 1.5597, -2.3151], [0.3143, -3.8747, -2.3986], [-3.3062, 0.2882, 1.4978], [0.7751, 3.2322, 1.7339], [-2.0680, -4.8254, -2.4414], [-1.3637, 3.0872, 1.5574], [0.2914, -5.7597, -0.8852], [0.7860, -2.8199, 0.0910], [-2.6698, 3.5572, 2.1583], [1.3496, -1.9863, 0.7215], [-0.9222, -4.9926, 0.1685], [-1.5233, 1.6570, 1.6445], [-0.1182, 3.5420, 2.2748], [-3.5721, 2.5051, 1.7876], [-2.5114, -3.5437, -1.2957], [3.8223, 3.3639, -1.4030], [0.9585, -4.1497, 0.2470]],
  "forces_ev_per_angstrom": [[-0.04, 0.24, 0.05], [0.18, 0.24, 0.03], [0.08, 0.01, -0.08], [0.21, 0.66, -0.53], [0.02, -0.01, -0.01], [0.32, 0.22, -0.07], [-0.02, 0.03, -0.03], [0.11, -0.13, -0.37], [-0.04, 0.00, -0.01], [-0.08, 0.05, 0.04], [0.05, 0.00, 0.01], [-0.18, -0.06, -0.07], [-0.37, -0.23, 0.33], [0.06, -0.04, 0.05], [0.03, -0.14, -0.08], [-0.10, -0.06, -0.07], [-0.23, -0.10, 0.52], [0.03, -0.01, 0.02], [-0.13, -0.28, -0.04], [-0.01, 0.02, -0.03], [0.03, -0.03, -0.01], [0.17, 0.09, 0.09], [0.14, 0.03, 0.05], [-0.26, -0.16, -0.18], [-0.10, -0.01, -0.03], [0.16, 0.30, 0.22], [-0.04, 0.02, -0.03], [0.02, 0.00, -0.10], [0.10, -0.23, 0.01], [0.01, 0.12, 0.08], [0.01, -0.07, 0.06], [-0.07, -0.34, 0.20], [-0.06, -0.09, 0.00]]
}

{
  "formula": "C9H14N2O2",
  "method": "wB97M-V/def2-TZVPD",
  "smiles": "O=c1cc[nH]c(=O)[nH]1.C1CCCC1",
  "homo_lumo_gap_ev": 10.156,
  "multiplicity": 1,
  "total_charge": 0,
  "relative_energy_kcal_mol": 50.0,
  "species": ["O", "H", "H", "C", "H", "H", "C", "H", "H", "C", "C", "C", "N", "H", "C", "C", "O", "H", "H", "H", "N", "C", "C", "H", "H", "H", "H"],
  "coordinates": [[1.5106, -0.1649, -0.2007], [-1.7170, 1.3961, -0.4418], [-3.7507, 0.8906, 1.4274], [-3.4831, -1.0628, 0.8775], [-4.3853, 1.3354, -0.8158], [-4.1559, -1.2520, 1.7450], [-4.1866, -0.8418, -0.4023], [-1.5806, -0.2582, -0.6011], [4.8913, 2.5340, 0.3237], [-2.7905, 0.2995, 1.0219], [2.7225, -0.0210, -0.1579], [4.6104, 1.4731, 0.1765], [3.6611, -1.0098, -0.2171], [3.2728, -1.9294, -0.3618], [5.0445, -0.9120, -0.1000], [-2.2765, 0.4680, -0.3929], [5.7643, -1.8902, -0.1362], [-5.3996, -0.7530, -0.3876], [6.5336, 0.5996, 0.3035], [-3.8792, -1.8892, -0.8618], [3.2595, 1.2456, 0.0402], [5.4871, 0.4713, 0.1074], [-3.5518, 0.4486, -1.1419], [2.5974, 1.9907, 0.0008], [-1.9018, 0.4094, 1.6314], [-3.3752, 0.2845, -2.2515], [-2.9213, -1.8622, 0.8152]],
  "forces_ev_per_angstrom": [[0.88, -0.44, -0.29], [0.05, 0.45, -0.38], [2.68, -0.08, -1.27], [-2.89, 4.32, 3.30], [2.86, -2.02, -1.39], [0.22, 0.15, -0.55], [-2.93, -2.15, -3.36], [1.29, -2.15, -0.69], [-0.13, -0.88, -0.03], [-0.80, -0.51, 1.45], [-0.91, 1.20, 0.58], [-0.33, 0.83, -0.13], [-0.53, -0.80, -0.31], [0.08, -0.19, 0.03], [0.49, 0.39, 0.26], [-1.56, 4.47, 1.53], [-0.49, 0.39, -0.09], [3.00, -0.42, 0.14], [0.23, 0.20, -0.14], [-1.32, 2.30, -0.55], [0.55, -0.48, -0.23], [0.38, -0.52, 0.24], [-2.73, -0.85, -0.30], [-0.24, 0.31, 0.09], [-0.33, -0.25, 1.07], [-0.90, 0.48, 1.23], [3.41, -3.75, -0.22]]
}

{
  "formula": "C9H14N2O2",
  "method": "wB97M-V/def2-TZVPD",
  "smiles": "O=c1cc[nH]c(=O)[nH]1.C1CCCC1",
  "homo_lumo_gap_ev": 9.938,
  "multiplicity": 1,
  "total_charge": 0,
  "relative_energy_kcal_mol": 73.8,
  "species": ["H", "H", "H", "C", "C", "H", "H", "H", "H", "H", "C", "H", "H", "H", "C", "H", "C", "H", "C", "C", "O", "H", "N", "C", "O", "N", "C"],
  "coordinates": [[-0.3325, -2.1729, 1.2416], [0.0982, 3.3445, 0.3610], [1.5174, -0.7526, -1.5510], [0.7700, -2.4294, -0.4174], [-1.8433, 0.7038, 1.1878], [-1.0046, 2.1317, 2.3714], [3.1939, -1.7624, 1.1789], [-2.0456, 0.2440, 2.2103], [0.8428, 0.1265, 0.8422], [-0.3408, -2.1013, -0.7329], [1.5249, -0.6560, 1.1400], [0.9478, -3.5436, -0.5868], [1.9863, -0.7628, 2.1810], [2.6958, -2.0381, -1.7188], [-0.2032, 1.7334, -0.8604], [3.4651, -0.2084, -0.0707], [1.9720, -1.5663, -1.0549], [1.0820, -2.8208, 1.7287], [0.7119, -2.1007, 1.0339], [-1.0017, 1.7710, 1.3020], [0.4199, 2.1259, -1.8169], [-1.1410, 0.1492, -1.9083], [-0.9534, 0.5745, -0.9339], [-1.9976, 0.0684, -0.0029], [-2.7360, -0.8921, -0.2751], [-0.2469, 2.4386, 0.3463], [2.7280, -0.9899, 0.2225]],
  "forces_ev_per_angstrom": [[-0.90, 1.06, 0.82], [0.77, 1.68, 0.38], [-0.18, 1.19, -0.65], [-0.44, -0.74, -2.07], [1.55, 1.63, 4.72], [0.66, 0.15, -1.50], [-0.27, 1.44, -4.05], [-0.58, 0.58, -1.87], [0.31, 0.42, 0.43], [2.78, -0.96, -0.48], [0.27, -3.19, 1.67], [-0.55, 1.43, -0.04], [-1.43, 1.64, -0.93], [-0.48, -0.44, -0.14], [-0.09, 0.55, -1.32], [-0.60, -0.45, 0.63], [0.44, -1.43, 2.51], [1.16, -0.52, 0.27], [0.72, 1.99, 0.21], [-0.58, 1.41, 2.55], [0.35, 0.23, 0.00], [1.02, 1.25, 1.97], [-2.89, -2.06, -1.33], [0.28, -2.96, -3.56], [1.72, 2.24, -0.04], [-2.36, -4.56, -0.05], [-0.68, -1.58, 1.86]]
}

{
  "formula": "C9H14N2O2S2",
  "method": "wB97M-V/def2-TZVPD",
  "homo_lumo_gap_ev": 7.770,
  "multiplicity": 1,
  "total_charge": 0,
  "relative_energy_kcal_mol": 57.7,
  "species": ["H", "S", "H", "H", "C", "N", "C", "H", "H", "N", "C", "O", "H", "C", "H", "H", "C", "H", "H", "H", "O", "H", "H", "C", "C", "S", "C", "H", "C"],
  "coordinates": [[4.5814, -1.0208, -1.5114], [2.4294, 1.7293, 0.5583], [-2.6017, 2.3379, 1.5020], [4.2518, -2.0303, -0.0850], [-3.2187, 1.7862, 0.7973], [2.6893, -0.8097, -0.6803], [-2.3363, 0.8665, -0.0460], [-3.9594, 1.2090, 1.3456], [1.9104, -2.2386, 0.6740], [-1.4047, 1.7062, -0.7495], [1.7002, -1.4380, -0.0069], [3.8632, 1.8710, 0.3947], [2.7419, 0.7950, -2.0849], [2.1483, 0.2187, -1.4004], [4.5514, -0.2855, 0.1027], [-0.8859, 0.3961, 1.4833], [-0.8798, -1.2760, 0.1187], [-2.3511, -0.5941, 1.5265], [-0.7757, -2.1322, 0.7882], [-3.7287, 2.4982, 0.1543], [2.0254, 0.7704, 1.5585], [-2.9824, 0.2969, -0.7399], [-1.4922, -1.5910, -0.7342], [4.0969, -1.0509, -0.5347], [0.4815, -0.8953, -0.3629], [-0.6375, 1.0837, -1.9603], [0.7665, 0.1390, -1.2692], [0.1238, 2.1906, -2.2430], [-1.6056, -0.1453, 0.8662]],
  "forces_ev_per_angstrom": [[-0.04, -0.07, 0.05], [0.49, 0.29, 0.77], [0.07, 0.07, 0.08], [-0.04, 0.03, -0.07], [0.08, -0.25, -0.26], [-0.27, 0.04, -0.16], [-0.11, -0.35, 0.35], [-0.10, -0.04, 0.09], [0.11, -0.15, 0.15], [0.05, 0.73, -0.02], [-0.28, -0.08, -0.12], [-0.28, 0.17, -0.11], [0.15, 0.09, -0.05], [-0.32, -0.22, -0.60], [-0.05, -0.16, -0.08], [-0.05, 0.05, 0.05], [0.02, 0.10, 0.23], [0.00, -0.04, 0.07], [-0.07, -0.06, -0.09], [-0.05, 0.09, -0.03], [-0.15, 0.26, -0.04], [-0.02, -0.06, 0.06], [-0.01, -0.11, 0.06], [0.68, 0.05, 0.18], [-0.05, 0.02, -0.29], [1.08, 0.28, 0.53], [-0.26, -0.06, -0.40], [-0.20, -0.60, -0.22], [-0.37, -0.02, -0.14]]
}